{"formula": "C22H40Cl20N2O3P", "method": "the ωB97M-V functional and the def2-TZVPD basis", "elements": ["C", "C", "C", "C", "N", "C", "N", "C", "C", "P", "O", "C", "C", "O", "O", "C", "C", "C", "H", "H", "H", "H", "H", "H", "H", "H", "H", "H", "H", "H", "H", "H", "H", "H", "H", "H", "H", "H", "C", "Cl", "Cl", "H", "H", "C", "Cl", "Cl", "H", "H", "C", "Cl", "Cl", "H", "H", "C", "Cl", "Cl", "H", "H", "C", "Cl", "Cl", "H", "H", "C", "Cl", "Cl", "H", "H", "C", "Cl", "Cl", "H", "H", "C", "Cl", "Cl", "H", "H", "C", "Cl", "Cl", "H", "H", "C", "Cl", "Cl", "H", "H"], "positions_angstrom": [[-0.19, 2.86, 4.80], [-0.14, 2.01, 3.39], [-1.08, 2.64, 2.19], [-0.75, 2.05, 0.70], [-1.36, 0.69, 0.40], [-0.47, -0.38, 1.00], [0.96, -0.47, 0.50], [1.99, -1.45, 1.02], [1.62, -2.54, 2.19], [2.97, -3.75, 2.80], [2.99, -5.07, 1.88], [0.06, -2.49, 2.78], [-0.39, -3.54, 4.00], [-1.25, -4.56, 3.83], [0.20, -3.22, 5.34], [-1.05, -1.40, 2.17], [-2.59, -1.41, 2.76], [-3.20, 0.07, 3.11], [-0.33, 4.02, 4.63], [0.84, 2.63, 5.37], [-1.06, 2.38, 5.44], [-0.49, 0.90, 3.66], [0.95, 1.88, 2.94], [-2.24, 2.60, 2.46], [-0.82, 3.80, 2.15], [-1.26, 2.81, -0.08], [0.40, 2.12, 0.51], [-1.32, 0.62, -0.67], [1.28, 0.22, -0.24], [3.09, -1.45, 0.56], [4.30, -3.15, 2.72], [2.75, -4.06, 4.20], [0.74, -3.99, 5.67], [-3.27, -1.85, 1.88], [-2.77, -2.10, 3.68], [-4.31, -0.10, 3.52], [-2.63, 0.63, 3.97], [-3.34, 0.74, 2.14], [4.88, -2.65, -2.25], [4.22, -3.32, -0.75], [3.63, -1.83, -3.18], [5.67, -1.93, -2.01], [5.29, -3.46, -2.85], [-5.25, -2.90, -0.22], [-4.00, -1.66, -0.29], [-5.66, -3.49, -1.83], [-4.89, -3.74, 0.39], [-6.15, -2.48, 0.24], [-3.89, 2.73, -2.12], [-5.18, 1.69, -1.49], [-2.44, 1.79, -2.48], [-4.24, 3.21, -3.04], [-3.65, 3.49, -1.37], [6.84, 0.86, -3.54], [6.99, -0.15, -2.10], [6.95, -0.10, -5.01], [5.87, 1.37, -3.51], [7.65, 1.60, -3.54], [-3.33, -3.81, -5.25], [-4.96, -4.43, -5.49], [-3.36, -2.20, -4.51], [-2.78, -4.49, -4.60], [-2.83, -3.74, -6.22], [2.61, 3.01, 7.93], [2.95, 1.76, 6.72], [2.10, 4.52, 7.16], [1.82, 2.66, 8.59], [3.52, 3.20, 8.50], [8.18, 2.09, -8.09], [8.07, 3.14, -6.68], [9.42, 2.67, -9.22], [8.45, 1.08, -7.76], [7.22, 2.07, -8.60], [-5.33, 2.60, 5.37], [-4.12, 2.92, 4.12], [-6.49, 1.38, 4.82], [-4.83, 2.24, 6.27], [-5.87, 3.52, 5.59], [4.08, 3.64, -2.17], [5.30, 3.96, -3.42], [2.92, 2.42, -2.71], [4.59, 3.28, -1.27], [3.55, 4.56, -1.95], [-6.47, -3.09, -8.98], [-5.26, -2.77, -10.23], [-7.63, -4.31, -9.52], [-5.97, -3.45, -8.08], [-7.01, -2.16, -8.76]], "charge": 1, "e_tot_ev": -292304.9548, "orbital_gap_ev": 7.0414}